Record 1
111
Properties=species:S:1:pos:R:3:forces:R:3 method="wB97M-V/def2-TZVPD" smiles="CCCCCP(C)(F)(CC(=O)Br)OCCC.CC(C)O.CC(C)O.CC(C)O.CC(C)O.CC(C)O.CC(C)O" lumo_energy_ev=0.530 homo_energy_ev=-10.01
Br 3.3066 -0.3984 -3.2318 0.146 -0.107 -0.145
P 1.9727 3.0180 -0.6724 0.119 0.232 0.139
F 0.3689 3.1774 -1.2674 -0.042 0.035 -0.010
O 3.6107 2.9242 -0.1727 -0.107 -0.186 -0.030
O 3.9505 -2.3243 2.7002 0.025 0.043 -0.004
O -1.6801 3.7737 3.5896 0.017 -0.020 0.011
O 0.7346 -4.3426 -6.9677 0.006 -0.017 0.010
O -3.9384 -3.0194 -3.2983 0.076 -0.027 0.004
O 1.1127 0.2036 -1.7124 -0.115 -0.201 0.091
O -2.4957 -1.0820 5.7718 0.027 -0.023 -0.011
O -2.8407 -1.7488 -6.4531 0.029 -0.045 -0.015
C 0.6055 -4.1619 -4.5514 0.019 -0.060 -0.002
C -3.7648 -4.0247 -2.2997 0.071 -0.040 0.031
C -2.2980 1.0637 6.8806 0.037 0.039 -0.097
C -3.6166 5.2104 3.8522 0.005 -0.041 0.048
C 2.1012 4.8227 -0.6396 0.183 0.010 0.160
C 2.0303 0.7140 -2.2461 -0.119 0.233 0.133
C 2.3425 2.1803 -2.2804 0.007 -0.027 -0.289
C -2.1579 5.1102 3.4366 -0.082 0.022 -0.077
C 4.8261 -3.0412 0.5516 0.033 0.035 0.029
C 5.4260 1.6610 0.8173 -0.006 0.221 -0.095
C 3.6023 -2.6162 1.3472 0.025 -0.084 -0.032
C -1.9354 5.6027 2.0151 0.051 -0.033 -0.002
C -2.7191 -1.0530 8.1866 0.005 -0.054 -0.019
C 1.4720 -0.2573 3.1907 0.037 0.023 -0.060
C 4.3006 1.6869 -0.2104 0.218 0.045 -0.026
C 0.5582 0.9534 3.3651 0.176 -0.002 0.364
C 1.3474 2.2773 3.3779 -0.277 -0.073 0.117
C -2.0572 -0.4345 6.9655 -0.088 0.069 0.055
C -3.4050 -5.3573 -2.9366 -0.031 0.009 -0.053
C 1.4044 3.0416 2.0472 -0.074 -0.065 -0.222
C -2.7339 -3.5874 -1.2715 -0.010 0.055 -0.005
C -4.0710 -1.1288 -6.0645 -0.074 0.098 -0.007
C 1.1141 -3.5457 -5.8458 -0.083 0.042 0.068
C 1.3268 2.1485 0.7873 -0.266 0.089 0.121
C 5.0120 2.0963 2.2145 0.185 -0.176 0.088
C -5.1665 -1.4247 -7.0747 0.051 -0.075 -0.033
C -3.8762 0.3639 -5.8545 0.093 -0.013 -0.002
C 2.4908 -3.6505 1.2843 -0.031 0.019 0.052
C 0.6270 -2.1169 -6.0114 -0.009 0.025 -0.113
H 6.2250 2.3140 0.4537 -0.014 0.007 0.042
H 5.8709 2.0425 2.8870 -0.034 0.016 0.001
H 1.6248 -3.3156 1.8550 0.006 0.015 -0.010
H 0.9291 -1.2035 3.1891 -0.064 0.043 -0.057
H -0.4890 -4.1831 -4.5536 -0.001 0.036 0.002
H 2.5791 5.1340 -1.5698 -0.093 0.031 -0.039
H 0.9329 -3.5845 -3.6849 -0.002 0.017 -0.003
H -0.2317 0.9623 2.6124 0.006 0.025 -0.064
H -4.7421 -4.1064 -1.8198 -0.014 0.013 -0.006
H -3.5928 0.8476 -6.7943 -0.036 0.006 -0.010
H -3.7485 4.8553 4.8743 0.015 0.009 -0.001
H -3.0847 0.5486 -5.1279 -0.016 -0.013 0.012
H 2.2991 3.6646 2.0101 0.057 -0.050 0.100
H 4.7500 1.5500 -1.2014 -0.053 -0.076 -0.008
H -0.8817 5.5298 1.7441 -0.009 0.017 0.011
H 4.5759 -3.2076 -0.4972 -0.011 0.003 -0.003
H -1.9231 1.5773 7.7672 -0.007 -0.008 0.010
H -4.3171 -1.5982 -5.1137 -0.083 0.004 0.004
H -3.0158 -2.6326 -0.8281 -0.010 -0.008 0.000
H 1.6589 2.6100 -3.0162 -0.014 -0.040 0.021
H 0.5470 3.7180 2.0101 0.051 0.019 -0.007
H 5.6036 -2.2789 0.6081 -0.011 0.011 -0.003
H 0.9466 -1.4942 -5.1750 -0.001 0.014 0.019
H -2.2519 6.6407 1.9033 -0.009 0.000 0.003
H -1.8055 1.4825 6.0022 0.007 0.006 0.012
H 3.3597 2.3593 -2.6119 0.038 -0.019 0.119
H -1.7559 -3.4629 -1.7457 0.010 -0.031 -0.001
H 1.1230 5.2820 -0.5446 -0.023 -0.019 -0.097
H 4.2451 1.4377 2.6256 -0.090 0.038 -0.031
H 4.2881 -3.1308 3.1062 -0.015 0.010 -0.032
H 4.6514 3.1230 2.2175 -0.099 -0.013 -0.015
H -3.3230 -6.1442 -2.1854 0.007 0.003 0.007
H -2.5070 4.9945 1.3083 -0.023 0.015 0.002
H 5.2355 -3.9717 0.9553 -0.020 -0.019 -0.018
H -2.4442 -5.2813 -3.4541 0.013 -0.009 0.034
H -2.3501 -0.5998 9.1078 -0.002 0.009 -0.002
H 2.3499 2.0611 3.7529 0.083 0.030 -0.113
H -2.6328 -4.3264 -0.4753 0.002 -0.008 -0.003
H 0.0502 0.8513 4.3277 -0.065 -0.009 -0.050
H -3.3685 1.2726 6.7933 -0.011 -0.014 0.051
H -0.2291 -4.3429 -7.0108 0.024 0.005 -0.015
H -4.1592 -5.6489 -3.6674 -0.007 0.007 0.012
H 2.8322 -4.5984 1.7109 0.016 -0.010 -0.029
H -2.5633 -1.3613 -7.2916 0.002 -0.010 0.020
H -6.1208 -1.0076 -6.7509 0.003 0.011 0.004
H -3.9747 6.2390 3.7908 0.001 0.002 -0.008
H 2.2058 -3.5654 -5.8484 0.009 -0.018 -0.025
H -2.5276 -2.1253 8.2241 0.013 0.008 -0.004
H -2.1936 3.2059 3.0027 0.026 -0.009 0.022
H -1.5460 5.6992 4.1226 0.017 -0.012 0.014
H -4.9165 -0.9888 -8.0468 -0.016 0.032 0.010
H 1.0100 -1.6837 -6.9365 0.052 -0.021 0.019
H 0.8865 2.9408 4.1124 0.051 0.053 -0.045
H -0.4646 -2.0987 -6.0584 -0.012 0.019 0.089
H 2.1806 -3.8337 0.2547 0.009 0.004 -0.009
H 3.6232 0.8361 -0.0535 -0.046 0.032 0.137
H -5.2842 -2.5002 -7.2069 -0.003 0.005 0.024
H -4.2391 4.5947 3.1967 -0.002 0.025 -0.025
H 2.2036 -0.3114 3.9992 -0.024 0.036 0.012
H 0.2869 1.9138 0.5808 0.032 -0.134 -0.038
H -3.0910 -2.9096 -3.7489 -0.038 0.026 -0.039
H -3.4463 -0.9417 5.6945 0.025 -0.011 -0.016
H 2.7550 5.1293 0.1738 0.007 -0.044 -0.019
H -0.9827 -0.6240 7.0046 0.010 -0.023 -0.035
H -3.8021 -0.9041 8.1456 0.001 0.033 0.015
H 3.2302 -1.6680 0.9515 -0.004 0.014 -0.003
H 5.8410 0.6505 0.8469 -0.030 -0.033 -0.050
H -4.7935 0.8317 -5.4951 -0.008 -0.004 -0.007
H 1.8416 1.2030 0.9352 0.218 0.112 -0.092
H 0.9626 -5.1866 -4.4463 0.005 0.007 -0.004
H 2.0495 -0.1912 2.2664 -0.026 -0.133 0.037

=====

Record 2
19
Properties=species:S:1:pos:R:3:forces:R:3 method="wB97M-V/def2-TZVPD" multiplicity=2 total_charge=+1 lumo_energy_ev="-6.307 / -8.255" s_squared=1.620 relative_energy_kj_mol=677.6 homo_energy_ev="-14.59 / -14.49"
O -3.0536 -0.1732 -0.7523 -0.907 -0.353 -0.432
O -0.9146 -1.0832 -1.4010 -0.988 0.147 -0.289
O -2.1512 0.2945 1.5207 -1.001 0.646 -0.686
N 2.0727 -0.2901 -1.1999 2.461 -1.553 1.393
N 2.1659 0.4323 1.1966 -1.619 -0.083 -1.557
C 2.6580 0.6527 -0.1093 1.128 0.389 -2.540
C 0.6774 0.4338 1.2328 1.384 -0.856 -0.187
H -2.5824 0.3057 0.5934 0.816 0.073 2.369
H 0.2839 1.4344 1.5171 0.278 -0.666 0.060
H -1.9009 -0.7049 -1.2781 2.597 -0.793 -0.058
H 3.7632 0.5158 -0.2581 -1.041 0.312 0.619
H -0.9443 -1.8607 -1.9816 -0.227 0.253 0.217
H -2.7817 0.6984 2.1563 0.493 -0.409 -0.712
H 1.1495 -0.6385 -1.0659 -1.446 -0.094 -0.038
H 2.6730 -1.1365 -1.4326 -0.625 1.460 0.219
H 2.3446 1.6309 -0.5547 0.327 -0.193 1.049
H 0.3308 0.1175 0.2348 -0.580 0.672 0.781
H 0.4428 -0.3759 1.9306 -0.472 0.600 0.226
H -3.5060 0.1937 -1.5185 -0.578 0.448 -0.435

=====

Record 3
52
Properties=species:S:1:pos:R:3:forces:R:3 method="wB97M-V/def2-TZVPD" total_charge=+2 lumo_energy_ev=-4.628 relative_energy_kj_mol=0.0 homo_energy_ev=-14.81
Mg 0.3749 0.2875 1.1889 0.105 0.139 -0.527
O -0.2658 -1.2331 0.1537 0.041 -0.008 0.039
O -2.0534 -0.5743 -1.0410 0.051 0.102 0.000
N -2.4292 -2.7432 -2.2801 0.003 -0.063 -0.068
N -0.6080 1.9036 0.3739 0.008 0.012 0.085
N 4.4543 0.8874 -0.7130 -0.026 -0.003 -0.005
N -1.7405 3.5312 -1.0727 -0.044 -0.022 0.026
N 2.2558 0.5624 0.3349 -0.059 -0.035 0.059
C 3.2947 0.7032 -0.1594 0.060 0.025 0.039
C -1.1438 2.6670 -0.3132 0.074 0.032 -0.053
C 1.7984 0.0020 3.4128 -0.036 -0.029 0.051
C -0.4296 -0.9227 3.3078 0.023 0.044 0.065
C -3.0095 3.1881 -1.7225 -0.033 -0.020 -0.023
C 1.2616 1.2877 3.4969 -0.087 -0.017 0.061
C -1.5667 -3.8980 -0.3514 -0.017 -0.010 0.009
C -1.2434 -2.7810 -1.3471 0.054 -0.010 0.002
C -3.4459 -3.7526 -1.8075 -0.030 -0.046 0.040
C -1.0704 4.7769 -1.4588 0.006 0.032 -0.002
C -0.9680 0.3607 3.3951 0.041 -0.022 0.066
C -0.1204 1.4670 3.4911 0.052 -0.068 0.053
C 0.9565 -1.1034 3.3127 -0.041 0.045 0.064
C -1.1884 -1.3830 -0.7013 -0.174 -0.095 0.157
C -3.0956 -3.9365 -0.3401 0.028 0.015 -0.016
C 5.4232 1.8066 -0.1027 0.023 0.015 0.015
C 4.9281 -0.0215 -1.7630 0.009 -0.021 -0.023
H 4.9103 2.4824 0.5761 -0.004 -0.003 0.001
H -2.0404 0.5007 3.3945 -0.003 -0.001 -0.013
H 6.1856 1.2494 0.4421 -0.005 -0.007 -0.004
H -0.5384 2.4618 3.5553 0.000 0.006 -0.009
H -3.2905 -4.6688 -2.3738 0.002 0.002 -0.005
H -0.3259 -2.9532 -1.9052 -0.019 -0.013 -0.035
H -2.7675 -1.7643 -2.1498 -0.002 0.018 -0.020
H -1.1275 -3.6879 0.6206 0.009 0.006 -0.012
H -4.4460 -3.3747 -2.0007 0.007 0.014 -0.016
H -0.7480 4.7250 -2.4989 -0.005 -0.007 0.002
H -0.2089 4.9449 -0.8186 -0.001 -0.008 0.003
H 5.8956 2.3887 -0.8915 -0.009 -0.001 -0.002
H 1.3731 -2.0993 3.2494 0.001 -0.001 -0.014
H 2.8706 -0.1370 3.4229 0.001 -0.002 -0.014
H 5.4121 0.5670 -2.5399 -0.010 0.003 0.001
H 1.9173 2.1440 3.5776 0.001 0.003 -0.013
H -3.4960 -4.8675 0.0529 -0.003 -0.001 -0.002
H -3.5022 -3.1138 0.2509 -0.008 -0.001 0.006
H 4.0848 -0.5535 -2.1943 -0.003 0.000 0.004
H -1.7680 5.6039 -1.3384 0.000 -0.004 0.011
H -1.0851 -1.7796 3.2378 -0.002 -0.004 -0.011
H 5.6413 -0.7374 -1.3539 0.000 0.006 0.007
H -3.7277 3.9864 -1.5432 0.001 -0.005 0.010
H -3.3897 2.2578 -1.3090 0.012 -0.001 0.005
H -2.8584 3.0713 -2.7959 0.007 0.006 0.003
H -1.1637 -4.8471 -0.7055 0.001 0.003 -0.003
H -2.1759 -2.8812 -3.2550 0.002 0.002 0.006

=====

Record 4
19
Properties=species:S:1:pos:R:3:forces:R:3 method="wB97M-V/def2-TZVPD" smiles="CC/C=C/CO.O" lumo_energy_ev=0.742 relative_energy_kj_mol=169.2 homo_energy_ev=-9.52
O -2.6199 1.3197 -0.4780 0.343 0.173 -0.174
O -2.3465 -2.5448 2.0895 0.330 -0.148 0.335
C -0.2578 1.3220 -1.1609 -0.641 -0.333 -0.241
C 1.7815 -0.0364 -0.6133 -0.460 -1.077 -0.651
C 0.4317 0.5636 -0.3233 0.851 0.684 0.271
C 2.2341 -1.1117 0.3618 0.225 -0.214 0.061
C -1.4548 2.1235 -0.7363 -0.166 -0.175 0.336
H 3.2972 -1.3321 0.2471 0.026 0.204 0.091
H 1.7409 -2.0578 0.1395 -0.262 0.023 0.123
H -1.5141 -3.0102 1.9480 -0.068 0.011 -0.259
H 1.7470 -0.5810 -1.5679 0.073 0.651 -0.202
H 2.0350 -0.8548 1.3967 0.047 0.066 0.226
H -2.3541 -2.4557 3.0504 -0.249 0.135 -0.088
H 0.1647 0.5890 0.7244 -0.227 -0.058 0.263
H 2.4964 0.7795 -0.6963 0.155 -0.025 0.045
H -2.4375 0.4580 -0.8627 -0.128 -0.104 0.064
H -0.0408 1.3193 -2.2195 0.320 0.072 -0.181
H -1.2044 2.6396 0.1942 -0.181 0.072 -0.020
H -1.6988 2.8706 -1.4936 0.013 0.041 0.002

=====

Record 5
13
Properties=species:S:1:pos:R:3:forces:R:3 method="wB97M-V/def2-TZVPD" smiles=COCOC lumo_energy_ev=1.019 relative_energy_kj_mol=234.3 homo_energy_ev=-10.16
O 0.4811 -0.8494 0.8233 0.638 0.164 -1.250
O -0.8710 0.6436 -0.4767 0.296 1.833 -1.184
C -0.7918 -0.3301 0.4237 0.515 -0.189 4.417
C -0.3708 1.9586 -0.1133 -3.069 0.303 -2.406
C 1.0345 -1.6348 -0.2086 1.157 -0.917 -2.013
H -1.1334 2.7884 -0.2881 0.058 -1.449 0.758
H 1.7236 -1.0698 -0.9241 -1.088 -0.175 0.824
H 0.2611 -2.1844 -0.9282 1.240 1.072 1.784
H 0.2552 2.2251 -0.9006 1.987 0.184 -0.935
H -1.1478 0.0129 1.4573 -0.194 -0.450 -1.322
H -1.2207 -1.2320 0.0858 -1.712 -0.494 -0.746
H 0.0388 2.0519 0.8250 1.027 -0.178 2.105
H 1.7413 -2.3800 0.2244 -0.856 0.295 -0.034

=====

Record 6
77
Properties=species:S:1:pos:R:3:forces:R:3 method="wB97M-V/def2-TZVPD" total_charge=-1 lumo_energy_ev=2.279 relative_energy_kj_mol=0.0 homo_energy_ev=-5.19
Cd -0.1581 0.6417 0.2102 -0.156 -0.147 -0.040
Br 2.5057 1.4937 1.7957 -0.006 0.018 0.004
S 2.2882 -5.1504 -3.8223 -0.009 -0.025 0.006
O -1.7097 -1.2357 3.7901 0.014 -0.066 0.005
O -3.4614 -4.7984 0.5963 -0.001 0.010 -0.002
O -0.3370 -0.0945 2.4312 0.043 -0.031 0.006
O -1.6265 -1.8313 -3.1677 -0.035 0.012 -0.011
O -1.0353 0.0035 -2.0106 0.043 0.033 0.019
O 0.6438 2.5391 -0.3563 0.031 0.064 -0.044
N -2.1001 2.1266 1.1770 0.042 -0.026 0.028
N -2.9117 1.2838 4.3857 0.035 -0.011 -0.010
N 0.1802 -3.6198 -4.3322 0.038 -0.059 -0.007
N -2.4442 1.8641 3.2148 -0.019 0.006 0.064
N -1.5713 2.8476 3.2015 0.018 -0.004 -0.023
N -2.7962 1.4191 2.0515 0.005 -0.007 -0.027
N 1.6860 -0.7238 -0.7686 0.014 -0.050 -0.102
N -1.4337 -1.2587 0.2997 0.032 0.053 0.012
C 1.2853 -3.8488 -3.6316 0.015 0.081 -0.040
C 1.8186 4.6364 -4.0466 0.000 0.001 -0.002
C 4.2871 2.2569 -0.2763 0.012 0.012 0.000
C 1.6935 -1.4581 -3.0404 -0.021 -0.007 -0.005
C -2.5084 -3.0676 -0.7749 0.006 0.005 0.003
C 1.7613 -0.4686 -2.0759 0.032 0.013 0.044
C -2.7952 -3.6214 0.4677 -0.003 -0.016 -0.004
C 6.1970 2.0746 -3.3175 0.001 0.001 -0.007
C -1.4688 -1.1618 -2.1262 0.032 -0.021 0.014
C -1.3728 2.9926 1.8980 -0.009 0.006 0.055
C 4.6466 2.8033 -1.4961 0.013 -0.013 0.007
C 0.2738 2.8197 -3.3908 0.002 0.005 -0.017
C 1.2060 3.9098 -2.8457 0.001 0.005 0.009
C 1.5889 -3.0602 -1.2723 -0.008 -0.002 -0.001
C 6.5123 4.3077 -2.2346 -0.006 -0.002 0.002
C -2.3981 -2.9676 1.6278 0.002 0.008 0.004
C 1.5593 -2.7758 -2.6316 0.000 -0.033 0.008
C 2.9547 2.2188 0.0974 -0.011 -0.016 -0.020
C 7.0635 2.2287 -0.9982 0.007 0.000 0.004
C -1.7017 -1.7836 1.4908 0.021 -0.016 0.005
C 2.2768 3.2942 -1.9392 0.010 -0.009 -0.007
C 3.6190 3.3288 -2.2839 -0.014 0.002 -0.021
C 1.8998 2.6697 -0.7134 -0.023 0.000 0.058
C -1.1987 -0.9772 2.6891 -0.043 0.070 -0.047
C -1.8291 -1.8656 -0.8120 -0.016 0.013 0.004
C 6.0888 2.8513 -1.9976 0.003 0.005 0.008
C 0.3903 4.9440 -2.0546 -0.016 0.013 -0.005
C 1.6346 -2.0026 -0.3848 -0.022 0.034 0.065
H 7.5414 4.3513 -2.6022 0.001 0.000 0.000
H 0.8311 2.1157 -4.0156 0.003 -0.002 0.003
H -2.7948 -3.5375 -1.7075 -0.002 -0.006 0.002
H -0.2152 2.2585 -2.6000 -0.001 0.001 0.015
H 6.8280 1.1796 -0.8097 -0.003 0.000 -0.002
H 2.3701 3.9554 -4.6989 -0.002 0.001 -0.004
H 7.2226 2.1034 -3.6962 0.000 -0.001 0.001
H 1.6782 -1.1957 -4.0893 0.002 0.002 0.002
H 1.5803 -2.1722 0.6855 0.004 0.001 0.000
H 7.0524 2.7591 -0.0439 0.000 0.001 -0.002
H -0.4837 -2.8890 -4.0431 -0.024 0.020 0.030
H 1.5181 -4.0805 -0.9214 0.002 -0.001 -0.004
H 6.4521 4.8799 -1.3067 0.000 -0.001 0.001
H 3.8927 3.7860 -3.2252 -0.002 0.002 0.000
H 5.8708 4.7950 -2.9700 -0.002 0.000 -0.001
H 8.0789 2.2780 -1.3980 0.000 0.000 0.001
H 1.0135 5.0779 -4.6379 0.000 0.000 0.000
H -3.6666 -5.1390 -0.2809 0.000 -0.001 0.000
H 1.0422 5.7358 -1.6762 0.003 0.002 -0.003
H -0.6778 3.6897 1.4639 -0.001 -0.004 -0.006
H 5.0237 1.8523 0.4031 -0.005 -0.001 0.003
H 1.8189 0.5765 -2.3561 0.001 0.001 -0.005
H -0.1170 4.4758 -1.2148 0.003 0.004 -0.007
H -2.5670 0.3084 4.3644 -0.005 0.058 -0.010
H -2.4148 1.7713 5.1236 -0.035 0.015 -0.010
H 5.9114 1.0309 -3.1721 0.000 0.001 0.002
H 2.4897 5.4421 -3.7387 -0.001 -0.005 0.004
H -0.0920 -4.3099 -5.0134 0.008 0.005 -0.001
H 5.5423 2.4963 -4.0815 0.003 -0.001 0.001
H -0.3588 5.4011 -2.7072 0.000 0.002 -0.003
H -2.6202 -3.3577 2.6099 -0.002 -0.004 -0.001
H -0.5012 3.2726 -4.0163 0.001 -0.001 0.003